Below is a structure of composition C43H34F3N10O4PS3Ti, with properties calculated with ωB97M-V/def2-TZVPD.

The geometry in XYZ format:
```
99
Properties=species:S:1:pos:R:3:lowdin_charge:R:1
Ti -0.6479 1.0302 -0.6860 0.9823
O -0.3252 -1.3627 -3.1226 0.0621
C 0.5411 -1.1952 -2.2858 -0.5448
O 0.3554 -0.4964 -1.1915 -0.2780
C 1.9247 -1.7547 -2.4685 -0.1208
C 2.0224 -2.6852 -3.5028 -0.0141
C 3.2273 -3.2701 -3.8356 -0.0642
C 4.3677 -2.9147 -3.1338 -0.0628
C 4.2827 -1.9896 -2.1078 -0.0805
C 3.0739 -1.3912 -1.7428 -0.2752
P 3.1006 -0.1946 -0.3296 1.1109
C 4.8597 0.2947 -0.3214 -0.3957
C 5.2188 1.3140 -1.2036 -0.1008
C 6.5285 1.7621 -1.2682 -0.0819
C 7.4920 1.2148 -0.4315 -0.0905
C 7.1414 0.2164 0.4648 -0.0824
C 5.8334 -0.2448 0.5160 -0.0938
C 3.0290 -1.3510 1.0884 -0.3888
C 2.9308 -2.7366 0.9776 -0.0877
C 2.7953 -3.5317 2.1080 -0.0835
C 2.7676 -2.9552 3.3686 -0.0841
C 2.8791 -1.5773 3.4930 -0.0780
C 3.0006 -0.7855 2.3640 -0.1224
H 1.1232 -2.9307 -4.0505 0.1185
H 3.2745 -3.9894 -4.6415 0.1055
H 5.3256 -3.3518 -3.3819 0.1067
H 5.1859 -1.7217 -1.5785 0.0992
H 4.4659 1.7501 -1.8520 0.0944
H 6.7929 2.5448 -1.9673 0.1031
H 8.5127 1.5715 -0.4751 0.1005
H 7.8883 -0.2092 1.1225 0.1025
H 5.5666 -1.0286 1.2142 0.1020
H 2.9471 -3.2064 0.0030 0.1028
H 2.7114 -4.6054 1.9987 0.1053
H 2.6540 -3.5726 4.2498 0.1031
H 2.8557 -1.1159 4.4722 0.1043
H 3.0683 0.2914 2.4766 0.1090
F 1.7336 3.0400 -5.3304 0.1303
C 1.1647 1.8427 -5.5657 -0.5949
F 2.0555 0.8998 -5.2112 0.1342
F 1.0050 1.7451 -6.9000 0.1292
C -0.1420 1.6821 -4.8395 -0.1110
C -1.3098 1.4523 -5.5304 0.0191
C -2.5096 1.2632 -4.8446 -0.0268
C -2.4758 1.2795 -3.4684 -0.1073
N -1.3437 1.5110 -2.7950 -0.0380
C -0.1865 1.7464 -3.4356 -0.6317
S 1.1303 2.0248 -2.3522 0.7703
H -1.2889 1.4116 -6.6112 0.1260
H -3.4362 1.0938 -5.3708 0.1087
H -3.3609 1.1225 -2.8638 0.0931
C -0.2886 0.5321 1.3703 -0.1610
C -0.7409 -0.7342 1.9824 -0.2851
C -0.3880 -1.9783 1.4509 -0.0409
C -0.9226 -3.1475 1.9606 -0.0189
C -1.8219 -3.0936 3.0240 -0.2555
C -2.1492 -1.8631 3.6021 -0.0436
C -1.6028 -0.7057 3.0839 -0.0387
C -2.4279 -4.2971 3.5190 -0.2008
N -2.9376 -5.2575 3.8945 0.1445
H 0.7982 0.5753 1.2338 0.0358
H -0.5896 1.3906 1.9725 0.0624
H 0.2860 -2.0222 0.6093 0.0954
H -0.6519 -4.1035 1.5310 0.1218
H -2.8306 -1.8226 4.4428 0.1173
H -1.8790 0.2475 3.5127 0.1021
N -5.3425 1.1257 5.4915 0.1045
C -5.0332 1.4791 4.1898 -0.3226
C -5.7765 0.9733 3.1210 -0.0289
C -5.4259 1.2755 1.8177 -0.0706
C -4.3197 2.0759 1.5643 -0.2949
C -3.5793 2.5878 2.6180 -0.0590
C -3.9348 2.2994 3.9207 -0.0328
S -3.9172 2.4676 -0.1039 0.6004
O -4.5199 1.4634 -0.9398 -0.3078
O -4.2329 3.8555 -0.3311 -0.3251
N -2.3124 2.3027 -0.1951 -0.2123
C -1.4972 3.3703 -0.0307 -0.7334
S -1.7317 5.0721 -0.0296 1.1109
C -0.0146 5.2655 0.1343 -0.3652
C 0.6228 4.0763 0.1300 -0.2332
N -0.2334 3.0063 0.0690 -0.1293
H -6.2836 0.8086 5.6547 0.0917
H -4.9976 1.7308 6.2177 0.0914
H -6.6270 0.3318 3.3140 0.1136
H -5.9925 0.8646 0.9946 0.1100
H -2.7166 3.2135 2.4286 0.1107
H -3.3494 2.6973 4.7401 0.1155
H 0.4313 6.2411 0.2157 0.0676
H 1.6858 3.9049 0.1835 0.1148
N -4.8602 -1.9313 1.0366 0.1699
N -3.8919 -1.5317 0.1199 -0.2370
N -3.8092 -2.0507 -1.0848 0.1703
C -2.8038 -1.3528 -1.5932 -0.1452
N -2.3273 -0.4712 -0.7070 -0.0169
N -3.0578 -0.5938 0.3822 0.1192
H -4.9804 -2.9298 0.8831 0.1073
H -4.4400 -1.7918 1.9548 0.0887
H -2.3920 -1.4924 -2.5764 0.1092
```

Computed properties:
- Kohn-Sham gap: 7.270 eV
- Energy above the lowest of the compared OMol25 structures with the same formula, charge and spin: 7.18 kcal per mole